# 1
Density functional theory data (ωB97M-V/def2-TZVPD) for a cluster of 15 separate species, C70H170N10O20S5 in total in a non-equilibrium geometry.

```
! RIJCOSX wB97M-V def2-TZVPD def2/J DEFGRID3
* xyz 0 1
C 6.84 -2.90 -4.61
C 8.13 -2.81 -3.76
N 8.70 -1.45 -3.60
C 9.72 -1.37 -2.54
C 9.25 -1.75 -1.11
C 9.07 -0.76 -4.87
C 10.30 -1.39 -5.54
H 6.99 -2.46 -5.60
H 6.06 -2.28 -4.16
H 6.43 -3.90 -4.77
H 7.86 -3.02 -2.72
H 8.91 -3.53 -4.01
H 10.61 -1.97 -2.75
H 10.14 -0.37 -2.48
H 8.25 -1.33 -1.00
H 9.28 -2.83 -1.02
H 9.75 -1.25 -0.27
H 9.38 0.27 -4.75
H 8.24 -0.78 -5.58
H 10.19 -2.48 -5.53
H 11.20 -1.21 -4.94
H 10.59 -1.09 -6.55
C 4.12 5.14 -2.99
C 2.70 5.65 -3.17
N 1.86 4.96 -4.15
C 1.28 3.61 -3.88
C 0.89 3.41 -2.44
C 2.26 5.13 -5.57
C 1.06 5.31 -6.48
H 4.57 5.68 -2.16
H 4.71 5.20 -3.90
H 4.17 4.11 -2.65
H 2.16 5.72 -2.23
H 2.73 6.70 -3.47
H 0.39 3.32 -4.44
H 1.98 2.85 -4.21
H 1.70 3.32 -1.71
H 0.22 4.19 -2.09
H 0.33 2.48 -2.40
H 2.75 4.23 -5.93
H 2.82 6.05 -5.74
H 0.61 6.27 -6.22
H 0.18 4.67 -6.39
H 1.47 5.38 -7.49
C -4.13 6.03 1.48
C -5.19 5.37 0.58
N -4.57 5.14 -0.78
C -3.66 3.97 -0.71
C -2.74 3.76 -1.93
C -5.61 4.93 -1.78
C -6.31 6.26 -2.30
H -3.40 6.70 1.05
H -3.57 5.31 2.09
H -4.62 6.66 2.22
H -5.42 4.42 1.05
H -6.06 6.00 0.37
H -2.91 4.07 0.07
H -4.10 3.01 -0.44
H -1.97 4.52 -2.07
H -2.30 2.77 -1.88
H -3.32 3.81 -2.85
H -6.42 4.30 -1.40
H -5.29 4.48 -2.72
H -7.13 6.04 -2.98
H -5.69 7.08 -2.68
H -6.69 6.77 -1.41
C 3.29 -2.78 -6.64
C 3.49 -1.58 -7.49
N 2.68 -0.48 -6.96
C 3.06 -0.01 -5.60
C 4.46 0.59 -5.35
C 2.56 0.58 -7.91
C 1.54 1.69 -7.50
H 3.76 -2.63 -5.66
H 3.84 -3.65 -7.01
H 2.24 -3.04 -6.56
H 4.56 -1.36 -7.58
H 3.29 -1.81 -8.54
H 2.84 -0.85 -4.95
H 2.39 0.81 -5.35
H 4.51 0.93 -4.31
H 4.69 1.39 -6.05
H 5.14 -0.26 -5.38
H 3.56 0.98 -8.09
H 2.21 0.10 -8.82
H 1.39 2.37 -8.34
H 0.62 1.30 -7.05
H 1.91 2.37 -6.74
C 0.15 1.36 1.99
C -0.02 1.17 0.48
N -0.11 -0.28 0.03
C 1.25 -0.90 0.07
C 2.09 -0.39 -1.10
C -1.08 -1.20 0.77
C -2.46 -0.54 0.60
H 0.83 0.71 2.54
H -0.85 1.12 2.35
H 0.39 2.40 2.20
H -0.87 1.78 0.17
H 0.83 1.61 -0.03
H 1.70 -0.73 1.05
H 1.10 -1.96 -0.14
H 2.68 0.49 -0.84
H 2.92 -1.08 -1.26
H 1.53 -0.23 -2.02
H -0.63 -1.24 1.75
H -1.01 -2.16 0.25
H -2.61 0.14 1.44
H -3.25 -1.28 0.68
H -2.52 -0.02 -0.36
C -2.90 0.40 -4.05
C -1.61 -0.55 -3.86
N -1.55 -1.79 -4.56
C -0.16 -2.41 -4.40
C -0.19 -3.83 -5.03
C -2.76 -2.61 -4.24
C -2.77 -3.23 -2.75
H -3.78 0.04 -3.52
H -3.15 0.42 -5.12
H -2.66 1.42 -3.75
H -0.71 -0.03 -4.18
H -1.45 -0.65 -2.79
H 0.56 -1.80 -4.95
H 0.19 -2.50 -3.37
H -0.52 -3.85 -6.06
H 0.84 -4.16 -5.17
H -0.73 -4.60 -4.48
H -2.82 -3.45 -4.93
H -3.67 -2.06 -4.48
H -3.39 -4.13 -2.76
H -3.34 -2.66 -2.02
H -1.87 -3.55 -2.23
C 4.51 3.34 0.20
C 5.36 2.85 1.40
N 4.50 2.36 2.48
C 3.45 3.26 2.84
C 2.89 3.01 4.25
C 3.97 0.99 2.18
C 5.02 -0.05 1.82
H 3.96 2.52 -0.27
H 5.19 3.94 -0.41
H 3.65 4.00 0.35
H 6.13 2.12 1.14
H 5.83 3.76 1.78
H 3.92 4.24 2.84
H 2.61 3.39 2.17
H 3.68 3.06 5.00
H 2.28 3.87 4.53
H 2.25 2.13 4.33
H 3.24 1.08 1.39
H 3.44 0.53 3.01
H 4.64 -1.06 1.72
H 5.76 -0.15 2.61
H 5.61 0.21 0.94
C 0.51 -0.42 5.41
C 1.13 -1.84 5.57
N 2.28 -1.85 6.58
C 2.57 -3.14 7.19
C 1.44 -3.56 8.13
C 3.47 -1.20 6.02
C 4.15 -1.96 4.85
H 0.45 0.11 6.36
H -0.51 -0.51 5.03
H 1.11 0.31 4.87
H 0.31 -2.54 5.76
H 1.44 -2.22 4.60
H 3.50 -3.08 7.75
H 2.87 -3.83 6.41
H 1.24 -2.79 8.88
H 1.75 -4.38 8.78
H 0.55 -3.78 7.53
H 3.11 -0.20 5.79
H 4.20 -1.10 6.83
H 3.57 -2.12 3.94
H 5.06 -1.46 4.54
H 4.46 -2.98 5.05
C 0.86 -6.79 -0.22
C 1.83 -5.74 -0.74
N 3.19 -5.76 -0.14
C 3.20 -5.57 1.30
C 2.69 -4.35 1.88
C 4.08 -4.87 -0.91
C 5.56 -4.92 -0.53
H 1.40 -7.71 -0.44
H -0.12 -6.70 -0.70
H 0.65 -6.60 0.83
H 1.80 -5.89 -1.82
H 1.35 -4.77 -0.59
H 2.74 -6.42 1.81
H 4.25 -5.68 1.57
H 1.61 -4.24 1.74
H 2.97 -4.25 2.93
H 3.13 -3.46 1.43
H 3.75 -3.84 -0.84
H 3.99 -5.11 -1.97
H 6.10 -4.10 -1.00
H 6.04 -5.84 -0.89
H 5.76 -4.64 0.50
C -9.57 -2.49 1.07
C -8.89 -2.93 -0.22
N -7.53 -2.38 -0.46
C -6.46 -2.72 0.50
C -6.42 -4.23 0.74
C -7.62 -0.92 -0.76
C -6.32 -0.36 -1.39
H -9.51 -1.45 1.39
H -9.42 -3.25 1.83
H -10.65 -2.44 0.95
H -8.83 -4.02 -0.30
H -9.48 -2.68 -1.10
H -5.57 -2.19 0.16
H -6.90 -2.29 1.41
H -6.36 -4.84 -0.16
H -5.53 -4.47 1.31
H -7.28 -4.62 1.28
H -7.85 -0.32 0.12
H -8.47 -0.61 -1.36
H -6.05 -0.83 -2.33
H -5.54 -0.33 -0.63
H -6.41 0.72 -1.49
C -3.13 -3.70 4.83
C -2.99 -2.61 3.77
O -1.66 -2.67 3.52
S -1.10 -4.26 3.49
O 0.19 -4.46 4.18
O -1.24 -4.89 2.09
O -2.40 -4.74 4.44
H -4.16 -4.03 4.89
H -2.70 -3.36 5.78
H -3.22 -1.59 4.10
H -3.58 -2.87 2.90
C -8.12 -2.41 7.12
C -6.78 -3.17 7.51
O -6.25 -3.78 6.34
S -6.94 -3.13 4.96
O -7.54 -4.18 4.17
O -6.14 -2.06 4.37
O -8.15 -2.27 5.70
H -8.33 -1.43 7.53
H -9.03 -3.00 7.26
H -6.94 -4.01 8.18
H -5.95 -2.52 7.79
C 1.27 7.02 2.68
C 0.09 6.14 3.13
O -0.39 5.41 2.05
S 0.33 5.85 0.60
O -0.78 6.16 -0.31
O 1.34 4.89 0.18
O 1.03 7.17 1.25
H 2.25 6.55 2.76
H 1.26 8.05 3.03
H -0.66 6.86 3.46
H 0.32 5.59 4.04
C -8.43 -0.01 3.22
C -7.82 0.88 4.32
O -6.78 1.62 3.75
S -6.17 0.86 2.40
O -4.97 0.02 2.76
O -6.06 1.85 1.31
O -7.46 -0.17 2.25
H -9.26 0.43 2.67
H -8.82 -0.93 3.65
H -7.31 0.35 5.13
H -8.62 1.42 4.82
C -3.14 3.29 4.02
C -3.43 2.50 5.31
O -2.59 3.06 6.26
S -1.25 3.83 5.59
O -0.28 2.84 5.07
O -0.71 4.92 6.36
O -2.28 4.32 4.40
H -4.04 3.80 3.70
H -2.75 2.62 3.25
H -3.34 1.44 5.10
H -4.43 2.61 5.75
*
```

Calculated values
E_LUMO: -0.0161 hartree
E_tot: -185359.064 eV
HOMO-LUMO gap: 6.99 eV

Results of the Löwdin charge analysis, in e, for atoms 1 through 8:
1. C -0.08
2. C -0.23
3. N -0.18
4. C -0.26
5. C -0.09
6. C -0.23
7. C -0.10
8. H 0.05


# 2
Density functional theory data (ωB97M-V/def2-TZVPD) for a cluster of 2 separate species, C5H12N4S in total in a non-equilibrium geometry.

```
! RIJCOSX wB97M-V def2-TZVPD def2/J DEFGRID3
* xyz 0 1
C -1.06 -0.88 -0.68
C -0.20 -2.05 -0.38
C 2.54 1.00 -0.95
C -1.96 -0.37 1.64
C 2.29 1.33 0.50
N -1.12 -0.27 -1.86
N -1.94 0.74 -1.75
N -2.41 0.76 -0.49
N -1.95 -0.28 0.25
S 1.31 -0.04 1.26
H 0.52 -1.82 0.48
H 0.28 -2.24 -1.30
H -0.73 -2.91 -0.03
H 3.39 0.30 -1.05
H 1.69 0.68 -1.50
H 3.00 1.96 -1.43
H -2.11 -1.32 1.94
H -0.88 -0.24 2.03
H -2.65 0.38 1.91
H 1.65 2.20 0.54
H 3.26 1.53 0.98
H -2.91 1.56 -0.12
*
```

Calculated values
Energy above the lowest of the compared OMol25 structures with the same formula, charge and spin: 453.4 kJ/mol
E_LUMO: -0.0371 hartree
E_tot: -22170.316 eV
HOMO-LUMO gap: 5.44 eV

Results of the natural (NBO) charge analysis, in e, for atoms 1 through 8:
1. C 0.45
2. C -0.73
3. C -0.60
4. C -0.46
5. C -0.49
6. N -0.24
7. N 0.05
8. N -0.16


# 3
Density functional theory data (ωB97M-V/def2-TZVPD) for the molecule C17H27N3O in a non-equilibrium geometry.

```
! RIJCOSX wB97M-V def2-TZVPD def2/J DEFGRID3
* xyz 0 1
C -1.78 -1.31 6.16
C -1.62 0.20 6.31
C -2.40 1.00 5.27
C -1.86 0.82 3.85
C -2.58 1.73 2.86
C -2.19 1.51 1.40
C -0.71 1.83 1.10
C 0.17 0.59 1.05
C 1.64 0.96 0.82
C 2.50 -0.28 0.75
O 3.22 -0.68 1.63
N 2.41 -0.98 -0.43
N 1.61 -0.59 -1.43
C 1.51 -1.22 -2.54
C 2.29 -2.45 -2.91
C 0.54 -0.67 -3.49
C 0.07 0.64 -3.35
C -0.85 1.13 -4.25
C -1.28 0.30 -5.27
N -0.86 -0.95 -5.41
C 0.02 -1.42 -4.54
H -1.35 -1.66 5.22
H -2.83 -1.58 6.18
H -1.28 -1.83 6.97
H -0.56 0.46 6.24
H -1.97 0.49 7.30
H -2.34 2.06 5.53
H -3.45 0.70 5.30
H -0.80 1.03 3.84
H -2.00 -0.22 3.53
H -3.66 1.57 2.95
H -2.39 2.77 3.13
H -2.82 2.15 0.78
H -2.40 0.48 1.12
H -0.33 2.52 1.85
H -0.64 2.34 0.13
H 0.08 0.02 1.97
H -0.17 -0.05 0.23
H 1.74 1.51 -0.11
H 2.00 1.57 1.65
H 2.97 -1.83 -0.49
H 2.44 -2.49 -3.99
H 1.75 -3.35 -2.60
H 3.27 -2.46 -2.43
H 0.44 1.25 -2.54
H -1.23 2.14 -4.16
H -1.99 0.63 -6.01
H 0.30 -2.45 -4.70
*
```

Calculated values
SMILES: CCCCCCCCCC(=O)N/N=C(\C)c1cccnc1
Energy above the lowest of the compared OMol25 structures with the same formula, charge and spin: 146.9 kJ/mol
E_LUMO: 0.0106 hartree
E_tot: -24584.887 eV
HOMO-LUMO gap: 9.02 eV

Results of the natural (NBO) charge analysis, in e, for atoms 1 through 8:
1. C -0.61
2. C -0.39
3. C -0.39
4. C -0.40
5. C -0.38
6. C -0.39
7. C -0.40
8. C -0.39


# 4
Density functional theory data (ωB97M-V/def2-TZVPD) for the ion C3H8NO with charge -1 in a non-equilibrium geometry.

```
! RIJCOSX wB97M-V def2-TZVPD def2/J DEFGRID3
* xyz -1 1
C -0.60 -0.66 -1.64
C 0.34 -0.37 -0.45
N -0.35 -0.24 0.78
C 0.50 0.72 1.60
O 0.60 1.90 1.07
H -0.22 -0.75 -2.68
H -1.20 0.16 -1.75
H -1.32 -1.51 -1.40
H 0.90 0.60 -0.56
H 0.99 -1.24 -0.24
H -1.00 0.53 0.69
H 1.44 0.13 1.95
H -0.08 0.74 2.62
*
```

Calculated values
SMILES: CCNC[O-]
Energy above the lowest of the compared OMol25 structures with the same formula, charge and spin: 90.8 kJ/mol
E_LUMO: 0.1593 hartree
E_tot: -6777.050 eV
HOMO-LUMO gap: 6.82 eV

Results of the natural (NBO) charge analysis, in e, for atoms 1 through 8:
1. C -0.61
2. C -0.26
3. N -0.70
4. C 0.14
5. O -0.93
6. H 0.18
7. H 0.19
8. H 0.18


# 5
Density functional theory data (ωB97M-V/def2-TZVPD) for a cluster of 5 separate species, C28H27BrF32O7S in total in a non-equilibrium geometry.

```
! RIJCOSX wB97M-V def2-TZVPD def2/J DEFGRID3
* xyz 0 1
C 0.73 1.30 1.12
C 0.37 0.05 1.32
C 0.30 -0.99 0.26
C -1.06 -1.20 -0.40
Br -1.67 0.46 -1.20
C -2.12 -1.85 0.48
C -3.01 -0.91 1.29
O 1.14 -0.53 -0.87
C 1.78 -1.58 -1.39
O 2.58 -1.56 -2.30
O 1.39 -2.73 -0.72
C 1.17 -2.21 0.58
S 0.71 -3.41 1.83
H 1.24 1.61 0.23
H 0.52 2.06 1.84
H 0.13 -0.25 2.33
H -0.89 -1.86 -1.23
H -2.77 -2.41 -0.18
H -1.70 -2.57 1.17
H -3.65 -1.52 1.92
H -3.67 -0.33 0.66
H -2.43 -0.25 1.92
H 2.11 -1.74 0.86
H 0.82 -2.65 2.92
F -1.40 -2.93 6.98
C -0.74 -3.23 8.12
F -1.66 -3.61 9.03
C 0.03 -2.03 8.67
F -0.82 -1.05 9.04
F 0.64 -2.48 9.80
C 1.15 -1.43 7.79
O 0.86 -0.27 7.03
C 0.31 -0.32 5.78
F 0.29 -1.58 5.29
F 1.13 0.39 4.96
C -1.07 0.34 5.72
F -1.92 -0.25 6.57
F -1.56 0.21 4.46
H -0.07 -4.07 7.94
H 1.90 -1.09 8.51
H 1.64 -2.20 7.19
H -0.98 1.40 5.96
F -0.61 1.84 -6.03
C -0.14 1.25 -4.91
F -1.21 0.90 -4.15
C 0.76 2.19 -4.10
F 0.05 3.24 -3.63
F 1.16 1.46 -3.02
C 2.05 2.70 -4.76
O 2.05 4.00 -5.33
C 1.65 4.24 -6.62
F 1.46 3.10 -7.32
F 2.65 4.92 -7.23
C 0.42 5.15 -6.67
F -0.62 4.61 -6.00
F 0.04 5.31 -7.96
H 0.40 0.34 -5.18
H 2.76 2.78 -3.95
H 2.47 1.96 -5.45
H 0.65 6.13 -6.24
F -6.14 0.97 0.07
C -5.94 2.30 0.09
F -4.69 2.52 0.56
C -6.94 3.03 0.99
F -6.76 2.67 2.27
F -6.62 4.35 0.89
C -8.43 2.93 0.63
O -9.23 1.99 1.33
C -9.35 0.68 0.93
F -8.81 0.47 -0.28
F -10.68 0.42 0.82
C -8.81 -0.29 1.98
F -7.51 -0.05 2.24
F -8.91 -1.55 1.51
H -5.99 2.68 -0.94
H -8.85 3.89 0.92
H -8.58 2.86 -0.45
H -9.37 -0.20 2.91
F 8.22 -2.86 -5.03
C 9.08 -3.37 -4.13
F 9.20 -4.70 -4.39
C 8.59 -3.19 -2.70
F 7.46 -3.90 -2.50
F 9.55 -3.75 -1.91
C 8.39 -1.75 -2.18
O 7.08 -1.21 -2.16
C 6.55 -0.56 -3.26
F 7.47 -0.34 -4.21
F 6.13 0.65 -2.83
C 5.31 -1.29 -3.80
F 5.61 -2.55 -4.17
F 4.86 -0.63 -4.90
H 10.06 -2.91 -4.26
H 8.65 -1.81 -1.12
H 9.11 -1.07 -2.62
H 4.52 -1.31 -3.05
*
```

Calculated values
SMILES: C=C[C@@]1([C@H](Br)CC)OC(=O)O[C@@H]1S.FC(F)C(F)(F)COC(F)(F)C(F)F.FC(F)C(F)(F)COC(F)(F)C(F)F.FC(F)C(F)(F)COC(F)(F)C(F)F.FC(F)C(F)(F)COC(F)(F)C(F)F
Energy above the lowest of the compared OMol25 structures with the same formula, charge and spin: 0.0 kJ/mol
E_LUMO: 0.0046 hartree
E_tot: -211642.751 eV
HOMO-LUMO gap: 10.00 eV

Results of the Löwdin charge analysis, in e, for atoms 1 through 8:
1. C 0.06
2. C -0.12
3. C -0.44
4. C -0.57
5. Br 0.90
6. C -0.26
7. C -0.12
8. O 0.03


# 6
Density functional theory data (ωB97M-V/def2-TZVPD) for a cluster of 2 separate species, C5H12O in total.

```
! RIJCOSX wB97M-V def2-TZVPD def2/J DEFGRID3
* xyz 0 1
C -2.39 -0.25 -1.02
C -0.99 -0.06 -1.61
C 0.05 0.28 -0.60
O 0.89 -0.66 -0.25
C 1.82 -0.59 0.67
C 2.16 0.72 1.26
H -3.13 -0.46 -1.81
H -2.72 0.65 -0.49
H -2.40 -1.08 -0.31
H -1.03 0.73 -2.37
H -0.68 -0.98 -2.13
H 0.12 1.25 -0.11
H -0.76 -0.46 1.82
H 2.45 -1.47 0.69
H -0.14 -0.84 2.03
H 3.02 0.63 1.92
H 1.32 1.15 1.84
H 2.39 1.46 0.47
*
```

Calculated values
Energy above the lowest of the compared OMol25 structures with the same formula, charge and spin: 402.0 kJ/mol
E_LUMO (alpha / beta): 0.0445 / 0.0435 hartree
E_tot: -7423.145 eV
HOMO-LUMO gap (alpha / beta): 8.07 / 8.09 eV

Results of the natural (NBO) charge analysis, in e, for atoms 1 through 8:
1. C -0.60
2. C -0.46
3. C 0.05
4. O -0.34
5. C 0.04
6. C -0.70
7. H 0.21
8. H 0.20